The following is a quantum chemistry calculation of a 11-piece molecular cluster, C23H68O11 overall in a non-equilibrium geometry, from OMol25.

Each atom is followed by the atoms it is bonded to, with distances in Å.
Geometry (Å):
1 C 13.6336 16.3108 12.7832  C2 1.534, H5 1.103, H6 1.068, H7 1.133
2 C 14.9479 16.3839 11.9946  C1 1.534, C3 1.500, O4 1.418, H8 1.092
3 C 14.8728 15.7628 10.6310  C2 1.500, H9 1.091, H10 1.092, H11 1.089
4 O 15.2671 17.7637 11.9274  C2 1.418, H12 0.952
5 H 12.7854 16.8321 12.3094  C1 1.103
6 H 13.8345 16.6167 13.7870  C1 1.068
7 H 13.3160 15.2248 12.8356  C1 1.133
8 H 15.7503 15.8276 12.4828  C2 1.092
9 H 14.8595 14.6892 10.8254  C3 1.091
10 H 15.7748 16.0370 10.0801  C3 1.092
11 H 14.0812 16.2354 10.0507  C3 1.089
12 H 15.7679 17.9559 11.1408  O4 0.952
13 C 15.6839 10.5987 11.7942  C14 1.462, H17 1.096, H18 1.088, H19 1.087
14 C 16.6241 11.6752 11.4856  C13 1.462, C15 1.562, O16 1.413, H20 1.096
15 C 16.6257 12.0694 9.9740  C14 1.562, H21 1.124, H22 1.068, H23 1.087
16 O 16.2668 12.7916 12.2744  C14 1.413, H24 0.966
17 H 15.9372 9.6998 11.2200  C13 1.096
18 H 14.6133 10.7149 11.6377  C13 1.088
19 H 15.7662 10.3027 12.8373  C13 1.087
20 H 17.6129 11.2957 11.7656  C14 1.096
21 H 15.5591 11.9623 9.6345  C15 1.124
22 H 17.2935 11.4350 9.4342  C15 1.068
23 H 16.9488 13.1011 9.8643  C15 1.087
24 H 16.5966 12.6164 13.1650  O16 0.966
25 C 11.8395 9.9403 13.5411  C26 1.558, H29 1.059, H30 1.076, H31 1.050
26 C 11.8083 11.1705 14.4965  C25 1.558, C27 1.543, O28 1.404, H32 1.052
27 C 12.6952 10.9439 15.7386  C26 1.543, H33 1.054, H34 1.095, H35 1.080
28 O 12.2104 12.3223 13.8011  C26 1.404, H36 0.969
29 H 12.8091 9.7361 13.1664  C25 1.059
30 H 11.2630 10.0000 12.6347  C25 1.076
31 H 11.5357 9.0796 14.0600  C25 1.050
32 H 10.7860 11.2413 14.7335  C26 1.052
33 H 12.8063 11.8003 16.3428  C27 1.054
34 H 13.6493 10.4567 15.5103  C27 1.095
35 H 12.0926 10.3091 16.3715  C27 1.080
36 H 11.9798 13.1353 14.2746  O28 0.969
37 C 12.8581 9.2474 6.6546  C38 1.532, H41 1.085, H42 1.069, H43 1.090
38 C 13.3805 10.6848 6.5635  C37 1.532, C39 1.504, O40 1.419, H44 1.052
39 C 12.3093 11.4175 5.8038  C38 1.504, H45 1.072, H46 1.070, H47 1.140
40 O 13.5053 11.2000 7.8793  C38 1.419, H48 1.004
41 H 13.3940 8.7370 7.4483  C37 1.085
42 H 13.0080 8.7520 5.7196  C37 1.069
43 H 11.8127 9.3017 6.9576  C37 1.090
44 H 14.3434 10.7797 6.1516  C38 1.052
45 H 12.3166 11.1019 4.7795  C39 1.072
46 H 12.4406 12.4773 5.7415  C39 1.070
47 H 11.2958 11.2142 6.2846  C39 1.140
48 H 12.7242 10.8613 8.4117  O40 1.004
49 C 9.1968 14.5501 14.7117  C50 1.573, H52 1.059, H53 1.076, H54 1.109
50 C 7.9061 13.6502 14.7226  C49 1.573, O51 1.450, H55 1.139, H56 1.101
51 O 8.3277 12.2893 14.9905  C50 1.450, H57 0.950
52 H 8.9215 15.5708 14.6438  C49 1.059
53 H 9.8206 14.3706 13.8542  C49 1.076
54 H 9.8312 14.4005 15.6091  C49 1.109
55 H 7.3071 13.6331 13.7539  C50 1.139
56 H 7.2571 13.9742 15.5514  C50 1.101
57 H 8.8166 11.9644 14.2437  O51 0.950
58 C 10.9815 7.4478 9.6225  C59 1.485, H61 1.061, H62 1.082, H63 1.092
59 C 11.7497 8.5728 10.2139  C58 1.485, O60 1.439, H64 1.097, H65 1.064
60 O 11.1275 9.8367 9.9182  C59 1.439, H66 0.963
61 H 10.9628 7.4770 8.5620  C58 1.061
62 H 9.9885 7.4077 10.0514  C58 1.082
63 H 11.3985 6.4708 9.8767  C58 1.092
64 H 12.7764 8.5486 9.8292  C59 1.097
65 H 11.8488 8.4880 11.2695  C59 1.064
66 H 11.6085 10.5357 10.3726  O60 0.963
67 C 8.2623 15.7666 11.4518  C68 1.496, H70 1.120, H71 1.091, H72 1.100
68 C 9.2792 16.7340 10.9345  C67 1.496, O69 1.422, H73 1.109, H74 1.084
69 O 10.5446 16.6477 11.5780  C68 1.422, H75 0.956
70 H 7.8231 16.0733 12.4358  C67 1.120
71 H 8.6149 14.7498 11.6288  C67 1.091
72 H 7.4423 15.6380 10.7300  C67 1.100
73 H 8.8893 17.7715 10.9849  C68 1.109
74 H 9.4218 16.4945 9.8874  C68 1.084
75 H 11.0144 15.9787 11.0832  O69 0.956
76 C 10.4984 13.1056 10.2264  C77 1.565, H79 1.045, H80 1.103, H81 1.112
77 C 12.0506 13.1823 10.4127  C76 1.565, O78 1.454, H82 1.085, H83 1.082
78 O 12.6155 11.9286 10.8856  C77 1.454, H84 0.990
79 H 10.0379 12.8094 11.1166  C76 1.045
80 H 10.2360 12.3257 9.4920  C76 1.103
81 H 10.0406 14.0711 9.9197  C76 1.112
82 H 12.3537 13.9545 11.1114  C77 1.085
83 H 12.4416 13.4751 9.4471  C77 1.082
84 H 12.8421 12.0221 11.8445  O78 0.990
85 C 7.6147 10.6395 9.7019  O86 1.411, H87 1.118, H88 1.121, H89 1.055
86 O 8.5259 10.5880 10.7781  C85 1.411, H90 0.984
87 H 7.9905 11.3968 8.9700  C85 1.118
88 H 7.5032 9.6157 9.2597  C85 1.121
89 H 6.6762 10.9566 10.0657  C85 1.055
90 H 9.3529 10.1280 10.5080  O86 0.984
91 C 14.9570 14.4042 7.0701  O92 1.436, H93 1.105, H94 1.111, H95 1.097
92 O 13.7323 14.0366 7.7241  C91 1.436, H96 0.960
93 H 14.6728 15.3761 6.6267  C91 1.105
94 H 15.8535 14.4832 7.7221  C91 1.111
95 H 15.1622 13.7013 6.2535  C91 1.097
96 H 13.8431 13.1215 7.9922  O92 0.960
97 C 10.8976 15.6261 7.2426  O98 1.396, H99 1.101, H100 1.086, H101 1.079
98 O 11.6453 15.9828 8.3665  C97 1.396, H102 0.985
99 H 10.2539 14.7433 7.3803  C97 1.101
100 H 10.2639 16.4567 6.9462  C97 1.086
101 H 11.5577 15.4151 6.4159  C97 1.079
102 H 12.3537 15.2988 8.3666  O98 0.985

total energy = -1744.61334 hartree
SMILES = CC(C)O.CC(C)O.CC(C)O.CC(C)O.CCO.CCO.CCO.CCO.CO.CO.CO
LUMO energy = 0.574 eV
HOMO-LUMO gap = 10.29 eV
relative energy (zero: lowest compared OMol25 entry of this formula, charge and spin) = 25.87 kcal/mol

Mulliken population analysis, charges in e, atoms 1 to 4:
1 C -0.71
2 C 0.49
3 C -0.77
4 O -0.59